The following is a DFT calculation (ωB97M-V/def2-TZVPD) of 2 unconnected molecules or ions with the total composition C4H11N3O2 in a non-equilibrium geometry.

Each line ends with the Mulliken charge.
Cartesian coordinates (Å):
C: -1.33 1.23 2.11  -0.77
C: -0.96 1.39 -0.40  0.48
N: -2.09 0.82 -0.66  -0.67
N: -0.48 1.61 0.88  -0.23
N: 0.15 1.83 -1.41  -0.54
H: 1.69 -0.39 0.44  0.36
H: -2.55 0.74 -1.56  0.22
H: 0.10 2.35 1.14  0.28
H: 1.05 1.35 -1.36  0.26
H: -0.24 1.84 -2.27  0.24
H: -2.43 1.57 1.98  0.23
H: -0.78 1.87 2.82  0.31
H: -1.40 0.22 2.19  0.25
C: 0.73 -2.52 -0.53  -0.94
C: 2.12 -2.15 -0.50  0.66
O: 2.22 -0.82 -0.37  -0.49
O: 3.12 -2.90 -0.77  -0.58
H: 0.18 -2.07 -1.24  0.35
H: 0.14 -2.46 0.46  0.26
H: 0.74 -3.52 -0.96  0.32

The structure (SMILES) is [H]/N=C(\N)NC.CC(=O)O. As for the charge: 0. The calculation puts the total energy at -12889.6748 eV. The energy above the lowest of the compared OMol25 structures with the same formula, charge and spin comes out at 72.8 kcal per mole. For the HOMO-LUMO gap, the calculation gives 9.67 eV.

The following is a DFT calculation (ωB97M-V/def2-TZVPD) of 9 unconnected molecules or ions with the total composition C44H100N4O5 in a non-equilibrium geometry.

Each line ends with the Mulliken charge.
Cartesian coordinates (Å):
C: 2.40 -4.68 3.29  0.23
C: 3.58 -4.18 2.44  -0.35
C: 4.65 -3.84 3.51  -0.48
O: 4.11 -4.16 4.77  -0.42
C: 2.67 -4.11 4.66  -0.56
H: 2.36 -5.77 3.27  0.21
H: 1.46 -4.33 2.85  -0.14
H: 3.37 -3.40 1.72  0.15
H: 3.95 -5.03 1.85  0.23
H: 4.92 -2.77 3.49  0.28
H: 5.59 -4.37 3.36  0.29
H: 2.37 -3.06 4.76  0.26
H: 2.29 -4.69 5.49  0.32
C: -4.75 -3.66 2.21  -0.36
C: -4.58 -2.16 1.92  -0.04
C: -6.06 -1.68 2.00  -0.52
O: -6.87 -2.76 2.42  -0.43
C: -6.01 -3.74 3.03  -0.57
H: -3.90 -4.19 2.63  0.34
H: -4.95 -4.14 1.25  0.13
H: -4.17 -2.07 0.92  0.02
H: -3.95 -1.66 2.65  0.23
H: -6.40 -1.32 1.02  0.31
H: -6.12 -0.86 2.72  0.27
H: -6.49 -4.71 2.98  0.36
H: -5.90 -3.41 4.07  0.28
C: -2.54 6.92 2.20  -0.13
C: -3.81 7.79 2.30  -0.64
C: -4.76 7.07 1.33  -0.50
O: -4.42 5.71 1.42  -0.44
C: -2.98 5.69 1.41  -0.05
H: -2.26 6.66 3.23  0.01
H: -1.66 7.42 1.80  0.40
H: -3.63 8.80 1.93  0.26
H: -4.21 7.81 3.31  0.32
H: -4.60 7.39 0.29  0.29
H: -5.80 7.25 1.57  0.34
H: -2.66 5.69 0.36  0.21
H: -2.69 4.72 1.81  0.00
C: 1.89 -4.46 -3.76  0.11
C: 1.97 -5.79 -4.49  -0.72
C: 2.19 -5.30 -5.93  -0.42
O: 3.06 -4.18 -5.77  -0.42
C: 3.03 -3.70 -4.42  -0.35
H: 1.98 -4.53 -2.67  0.09
H: 0.94 -3.96 -3.99  0.05
H: 1.13 -6.45 -4.28  0.36
H: 2.89 -6.30 -4.17  0.30
H: 1.27 -5.06 -6.46  0.27
H: 2.78 -6.06 -6.44  0.32
H: 2.93 -2.62 -4.42  0.11
H: 4.00 -3.95 -3.97  0.28
C: 0.63 4.63 4.07  0.75
C: 0.26 3.70 5.23  -0.67
C: 0.71 4.50 6.44  -0.52
O: 1.79 5.33 5.99  -0.45
C: 1.97 5.14 4.57  -0.53
H: -0.14 5.39 3.96  -0.20
H: 0.69 4.05 3.15  -0.26
H: 0.89 2.80 5.17  0.28
H: -0.77 3.34 5.23  0.39
H: 1.00 3.91 7.31  0.31
H: -0.09 5.19 6.77  0.26
H: 2.74 4.37 4.46  0.34
H: 2.30 6.08 4.13  0.28
C: 0.24 5.12 0.11  -0.97
C: 1.73 4.84 0.22  -0.50
N: 2.48 5.66 -0.75  0.40
C: 3.87 5.26 -0.76  -0.77
C: 4.73 5.61 0.47  -1.25
C: 2.23 7.07 -0.57  -0.33
C: 3.06 7.93 -1.52  -1.50
H: -0.04 5.07 -0.94  0.48
H: -0.05 6.07 0.56  0.21
H: -0.33 4.37 0.66  0.03
H: 2.14 5.05 1.22  0.19
H: 2.00 3.80 0.01  0.28
H: 3.92 4.19 -0.96  0.40
H: 4.35 5.66 -1.67  0.57
H: 5.77 5.71 0.16  0.37
H: 4.39 6.54 0.91  0.25
H: 4.64 4.84 1.24  0.35
H: 2.43 7.41 0.46  0.29
H: 1.18 7.27 -0.82  0.42
H: 4.12 7.87 -1.26  0.32
H: 2.80 8.98 -1.43  0.43
H: 2.98 7.58 -2.55  0.30
C: 1.35 3.50 -3.67  -0.60
C: 0.47 3.19 -4.87  -1.07
N: 0.17 1.78 -5.09  0.24
C: -0.88 1.23 -4.26  0.22
C: -2.26 1.83 -4.51  -1.67
C: 1.33 0.94 -5.25  -0.20
C: 1.05 -0.39 -5.96  -1.29
H: 0.79 3.60 -2.75  0.07
H: 1.96 4.39 -3.87  0.41
H: 2.10 2.72 -3.48  0.28
H: -0.44 3.78 -4.82  0.31
H: 0.97 3.52 -5.79  0.45
H: -0.94 0.16 -4.43  0.33
H: -0.67 1.34 -3.17  -0.12
H: -2.96 1.41 -3.79  0.44
H: -2.30 2.92 -4.41  0.35
H: -2.64 1.57 -5.50  0.32
H: 1.87 0.73 -4.30  0.06
H: 2.06 1.48 -5.87  0.51
H: 0.60 -1.10 -5.25  0.10
H: 1.98 -0.84 -6.28  0.43
H: 0.28 -0.30 -6.73  0.39
C: -1.05 1.51 1.86  -1.01
C: 0.11 0.91 1.11  0.40
N: -0.29 -0.04 0.06  0.36
C: -1.19 -1.10 0.57  -0.82
C: -0.72 -1.83 1.81  -0.68
C: 0.90 -0.60 -0.57  -0.42
C: 0.60 -1.19 -1.93  0.34
H: -1.41 1.02 2.77  0.38
H: -1.91 1.55 1.18  0.40
H: -0.81 2.53 2.16  -0.26
H: 0.63 1.71 0.57  -0.30
H: 0.90 0.47 1.74  0.35
H: -2.17 -0.63 0.63  0.23
H: -1.33 -1.86 -0.21  0.42
H: -1.41 -2.61 2.14  0.22
H: 0.27 -2.26 1.69  -0.05
H: -0.73 -1.18 2.69  0.39
H: 1.45 -1.36 0.02  -0.19
H: 1.61 0.23 -0.66  0.63
H: 0.00 -0.54 -2.56  -0.50
H: 0.09 -2.15 -1.81  -0.27
H: 1.54 -1.40 -2.46  0.33
C: 0.19 -5.01 -0.26  -1.09
C: -0.64 -5.93 0.58  -0.06
N: -1.18 -7.05 -0.20  0.18
C: -1.62 -8.17 0.60  -0.35
C: -0.53 -8.80 1.45  -1.35
C: -2.23 -6.60 -1.10  0.03
C: -2.67 -7.66 -2.11  -1.59
H: -0.24 -4.59 -1.17  0.19
H: 1.07 -5.55 -0.65  0.39
H: 0.57 -4.16 0.32  0.34
H: -0.05 -6.33 1.40  0.17
H: -1.51 -5.37 0.99  -0.12
H: -1.91 -8.97 -0.09  0.39
H: -2.53 -7.95 1.19  0.32
H: -0.09 -8.12 2.18  0.30
H: 0.30 -9.07 0.77  0.33
H: -0.88 -9.73 1.89  0.42
H: -3.09 -6.25 -0.51  0.09
H: -1.88 -5.74 -1.68  0.23
H: -3.40 -8.34 -1.68  0.38
H: -3.09 -7.19 -3.00  0.45
H: -1.80 -8.22 -2.47  0.36

The structure (SMILES) is CCN(CC)CC.CCN(CC)CC.CCN(CC)CC.CCN(CC)CC.C1CCOC1.C1CCOC1.C1CCOC1.C1CCOC1.C1CCOC1. As for the charge: 0. The calculation puts the total energy at -63443.8310 eV. The energy above the lowest of the compared OMol25 structures with the same formula, charge and spin comes out at 15.3 kcal per mole. For the HOMO-LUMO gap, the calculation gives 8.46 eV.

The following is a DFT calculation (ωB97M-V/def2-TZVPD) of 13 unconnected molecules or ions with the total composition C29H88N4O17 in a non-equilibrium geometry.

Each line ends with the Mulliken charge.
Cartesian coordinates (Å):
C: -6.16 0.82 3.99  -0.59
C: -4.84 0.24 4.35  -0.27
O: -3.84 0.95 3.62  -0.39
O: -6.52 2.03 4.66  -0.58
H: -6.99 0.16 4.23  0.39
H: -6.14 0.99 2.90  0.24
H: -4.77 -0.83 4.16  0.26
H: -4.62 0.46 5.38  0.30
H: -3.00 1.04 4.11  0.16
H: -6.01 2.76 4.28  0.34
C: -2.46 4.24 -4.44  -0.78
C: -1.60 3.68 -3.25  0.43
O: -1.09 2.48 -3.70  -0.55
O: -3.66 3.55 -4.51  -0.55
H: -1.88 4.12 -5.36  0.34
H: -2.76 5.26 -4.25  0.35
H: -2.27 3.59 -2.37  -0.01
H: -0.79 4.41 -3.04  0.09
H: -0.49 2.09 -3.01  0.29
H: -3.51 2.64 -4.79  0.32
C: 4.72 -2.21 -0.42  -0.68
C: 4.70 -1.84 -1.89  -0.47
O: 3.91 -0.68 -2.13  -0.08
O: 3.40 -2.28 0.16  -0.42
H: 5.25 -1.45 0.13  0.34
H: 5.26 -3.16 -0.31  0.45
H: 4.26 -2.67 -2.46  0.10
H: 5.73 -1.71 -2.24  0.43
H: 4.36 0.10 -1.78  0.21
H: 2.84 -2.92 -0.34  0.22
C: 0.82 1.66 5.30  -0.87
C: 0.01 0.64 4.56  0.95
O: -1.32 0.56 5.01  -0.50
O: 0.61 3.01 4.91  -0.53
H: 1.89 1.44 5.27  0.44
H: 0.51 1.55 6.34  0.42
H: 0.52 -0.31 4.64  0.06
H: -0.11 0.94 3.52  -0.51
H: -1.46 -0.06 5.73  0.27
H: -0.30 3.24 5.13  0.33
C: 1.71 -4.44 -2.36  -0.09
O: 1.71 -4.45 -0.89  -0.68
H: 2.63 -4.00 -2.77  0.00
H: 1.71 -5.44 -2.78  0.34
H: 0.88 -3.84 -2.74  -0.08
H: 0.77 -4.43 -0.53  0.47
C: 1.64 -3.05 3.34  -0.42
O: 0.84 -2.88 4.49  -0.54
H: 2.56 -2.48 3.48  0.26
H: 1.94 -4.07 3.13  0.44
H: 1.16 -2.74 2.41  -0.04
H: 1.32 -3.28 5.22  0.29
C: 3.31 0.82 -5.02  -0.56
O: 2.83 -0.49 -4.65  -0.59
H: 4.39 0.97 -4.90  0.24
H: 3.05 1.03 -6.05  0.40
H: 2.87 1.64 -4.43  0.07
H: 3.27 -0.60 -3.78  0.43
C: -4.75 -4.23 2.07  -0.74
O: -3.39 -4.62 2.16  -0.46
H: -5.24 -4.86 1.33  0.27
H: -5.10 -4.37 3.08  0.33
H: -4.91 -3.20 1.74  0.26
H: -3.52 -5.49 2.54  0.30
C: 3.00 0.46 2.30  -0.50
O: 3.05 0.40 0.91  0.19
H: 1.99 0.41 2.70  -0.20
H: 3.51 -0.42 2.73  0.33
H: 3.44 1.40 2.64  0.38
H: 2.99 -0.56 0.68  -0.30
C: 0.52 -1.42 -1.89  0.27
C: -0.17 -0.15 -1.42  0.45
C: -0.53 -0.19 0.06  0.67
O: -1.50 -1.14 0.38  -0.64
C: -1.84 -1.28 1.76  0.16
N: 0.53 1.09 -1.70  0.54
H: -0.12 -2.27 -1.62  -0.93
H: 1.48 -1.49 -1.39  -0.10
H: 0.67 -1.41 -2.97  0.61
H: -1.11 -0.09 -1.99  0.10
H: -0.82 0.81 0.42  -0.31
H: 0.41 -0.35 0.62  -0.06
H: -2.30 -0.33 2.05  0.20
H: -1.00 -1.40 2.45  -0.05
H: -2.56 -2.09 1.84  -0.12
H: 0.71 1.62 -0.85  -0.39
H: 1.50 0.91 -1.97  -0.24
C: -2.04 -6.32 -0.75  -1.56
C: -1.65 -4.88 -1.19  1.40
C: -2.86 -4.13 -1.86  -0.33
O: -3.38 -4.86 -2.97  -0.45
C: -2.69 -4.48 -4.18  -0.63
N: -1.12 -4.14 -0.07  -0.13
H: -1.13 -6.83 -0.40  0.40
H: -2.40 -6.86 -1.64  0.40
H: -2.89 -6.21 -0.07  0.26
H: -0.87 -4.99 -1.94  -0.49
H: -2.58 -3.11 -2.11  0.21
H: -3.64 -4.08 -1.09  0.18
H: -3.25 -4.95 -4.99  0.28
H: -1.64 -4.78 -4.15  0.23
H: -2.72 -3.38 -4.28  0.29
H: -1.63 -4.33 0.78  0.23
H: -1.24 -3.13 -0.20  -0.35
C: -3.02 4.77 0.08  -1.65
C: -2.84 3.40 0.78  0.92
C: -1.64 3.42 1.64  -0.24
O: -0.51 3.50 0.79  -0.25
C: 0.67 3.61 1.57  -0.49
N: -3.93 3.19 1.65  -0.59
H: -3.87 4.77 -0.59  0.48
H: -2.14 5.01 -0.52  0.23
H: -3.12 5.52 0.87  0.44
H: -2.74 2.63 -0.01  0.00
H: -1.61 2.58 2.35  -0.53
H: -1.71 4.32 2.25  0.71
H: 1.48 3.81 0.87  0.04
H: 0.81 2.72 2.19  0.04
H: 0.66 4.47 2.24  0.45
H: -3.84 2.29 2.12  0.20
H: -4.79 3.15 1.12  0.37
C: 6.18 3.17 -2.05  -1.50
C: 5.01 2.86 -1.08  -0.16
C: 3.69 3.09 -1.73  0.99
O: 3.50 4.51 -1.72  -0.50
C: 2.42 4.89 -2.58  -0.56
N: 5.13 1.47 -0.83  -0.23
H: 6.05 2.49 -2.91  0.31
H: 7.12 2.91 -1.57  0.41
H: 6.24 4.14 -2.54  0.34
H: 5.08 3.49 -0.20  0.40
H: 2.90 2.60 -1.14  -0.48
H: 3.80 2.73 -2.75  -0.18
H: 1.56 4.30 -2.30  0.08
H: 2.62 4.62 -3.63  0.32
H: 2.25 5.97 -2.51  0.33
H: 4.46 1.18 -0.13  0.15
H: 6.10 1.28 -0.59  0.27

As for the charge: 0. The calculation puts the total energy at -72262.7668 eV. The energy above the lowest of the compared OMol25 structures with the same formula, charge and spin comes out at 0.0 kcal per mole. For the HOMO-LUMO gap, the calculation gives 9.09 eV.

> Which formula does entry 1 have?

C4H11N3O2

> Which of these has the highest HOMO-LUMO gap?

C4H11N3O2